[1]
# H36O18

18 unconnected molecules or ions with the total composition H36O18 (ωB97M-V/def2-TZVPD, OMol25).

Last column: Löwdin charge in e.
Element x y z (Å)
O (2.2813, -1.8374, -2.7233)  -0.0305
H (2.7873, -2.5391, -3.1332)  0.0605
H (1.8668, -1.3812, -3.4556)  0.0650
O (3.7689, -1.5202, 3.8455)  -0.0591
H (3.8653, -1.1438, 2.9707)  0.0158
H (2.8254, -1.6410, 3.9521)  -0.0376
O (0.9671, 0.5049, 3.1984)  -0.0489
H (0.5269, -0.1201, 3.7744)  0.0376
H (0.4771, 1.3197, 3.3093)  0.0003
O (-0.2579, -0.1067, 0.5254)  -0.0332
H (-0.3897, -1.0429, 0.3762)  0.0084
H (0.2000, -0.0595, 1.3647)  0.0181
O (-0.4015, 1.3826, -4.6989)  -0.0547
H (-1.1947, 1.8772, -4.9049)  0.0350
H (-0.2261, 1.5823, -3.7794)  -0.0126
O (1.1648, -2.1148, 4.4938)  -0.0240
H (0.5079, -2.8104, 4.4643)  0.0651
H (0.8248, -1.4907, 5.1350)  0.0588
O (-2.6758, 1.3762, 0.9663)  -0.0587
H (-1.9767, 1.4662, 0.3187)  -0.0253
H (-2.8146, 0.4320, 1.0399)  0.0116
O (-3.3163, 3.7805, -2.3228)  -0.0467
H (-3.7002, 4.4443, -1.7500)  0.0307
H (-2.6868, 3.3199, -1.7681)  -0.0033
O (1.5542, -3.4133, -0.6096)  -0.0345
H (1.7881, -2.7973, -1.3039)  -0.0055
H (2.3100, -3.9966, -0.5416)  0.0623
O (-0.5177, 2.6871, 3.5899)  -0.0192
H (-1.2503, 2.6513, 2.9750)  0.0503
H (-0.2277, 3.5990, 3.5649)  0.0662
O (3.0484, 1.1962, 1.6981)  -0.0455
H (2.2666, 0.8811, 2.1518)  -0.0331
H (3.5046, 1.7299, 2.3487)  0.0444
O (-0.7546, -2.8734, 0.6730)  -0.0423
H (-0.6643, -2.9209, 1.6247)  0.0516
H (0.1316, -3.0156, 0.3404)  -0.0118
O (3.4422, 0.4109, -1.3846)  -0.0553
H (3.4615, 0.5614, -0.4395)  -0.0044
H (2.5745, 0.7090, -1.6574)  0.0074
O (-0.8458, 1.7311, -1.4800)  -0.0516
H (-0.3733, 1.0801, -0.9613)  0.0054
H (-0.2245, 2.4517, -1.5844)  0.0007
O (-2.8945, -0.1046, -2.9618)  -0.0470
H (-2.7693, 0.7877, -2.6386)  0.0020
H (-2.9409, -0.6419, -2.1710)  -0.0106
O (1.3870, 3.3901, -2.0450)  -0.0278
H (2.1358, 3.3378, -2.6389)  0.0581
H (1.5558, 4.1682, -1.5138)  0.0551
O (-2.4446, -3.0569, -1.9304)  -0.0315
H (-1.7317, -3.2663, -1.3270)  0.0172
H (-2.0440, -3.0977, -2.7987)  0.0607
O (-4.1284, -1.6215, -0.1813)  -0.0422
H (-4.3670, -2.1413, 0.5862)  0.0356
H (-3.4051, -2.1035, -0.5822)  -0.0268

- HOMO-LUMO gap: 9.7719 eV

***

[2]
# C30H26Cl5FN9OSiTc

A molecular structure, C30H26Cl5FN9OSiTc (ωB97M-V/def2-TZVPD, OMol25).

Last column: Löwdin charge in e.
Element x y z (Å)
Tc (-0.0788, 0.4947, 0.0201)  1.2942
C (-4.5666, -0.9744, 1.0089)  -0.1599
Si (-3.2038, 0.2247, 1.5584)  0.4009
C (-3.4442, 1.8514, 0.6267)  -0.1584
C (-3.5989, 0.6901, 3.3655)  -0.1909
N (-1.6368, -0.4283, 1.2359)  -0.2140
C (-1.3808, -1.7435, 1.4949)  -0.3546
C (-1.9516, -2.5150, 2.5307)  -0.0556
C (-1.6720, -3.8613, 2.6793)  -0.1073
C (-0.8202, -4.5210, 1.8019)  -0.1172
C (-0.2055, -3.7934, 0.7900)  -0.0255
C (-0.4758, -2.4547, 0.6912)  -0.1988
F (0.1595, -1.7186, -0.2967)  -0.0664
H (-5.5536, -0.5718, 1.2514)  0.0250
H (-4.4729, -1.9466, 1.4944)  0.0162
H (-4.5266, -1.1348, -0.0706)  0.0199
H (-4.5112, 2.0881, 0.5783)  0.0365
H (-3.0676, 1.7901, -0.3951)  0.0093
H (-2.9548, 2.6826, 1.1413)  0.0117
H (-4.4137, 1.4199, 3.3610)  0.0174
H (-2.7539, 1.1553, 3.8734)  -0.0217
H (-3.9178, -0.1679, 3.9612)  0.0167
H (-2.6100, -2.0128, 3.2284)  0.0899
H (-2.1137, -4.4069, 3.5048)  0.0958
H (-0.6271, -5.5790, 1.9129)  0.0898
H (0.4782, -4.2577, 0.0910)  0.1173
Cl (-0.1242, 0.6415, 3.6499)  0.7160
C (1.4107, 0.3068, 2.9085)  -0.6659
C (1.5256, 0.1935, 1.5043)  -0.2389
C (2.8192, -0.2443, 1.1172)  -0.6674
Cl (3.1641, -0.6740, -0.5259)  0.6901
C (3.8935, -0.4081, 1.9932)  -0.7221
Cl (5.4477, -0.8866, 1.4159)  0.6430
C (3.7275, -0.1833, 3.3514)  -0.7337
Cl (5.0573, -0.3155, 4.4357)  0.6489
C (2.4638, 0.1455, 3.8128)  -0.7196
Cl (2.2303, 0.3613, 5.5099)  0.6435
C (-1.2112, 3.2626, -1.8119)  0.0037
C (-0.8336, 3.4474, -0.3898)  -0.3324
N (-0.3640, 2.5284, 0.4414)  -0.0476
C (-0.1037, 3.1664, 1.6343)  -0.1075
C (-0.4282, 4.4753, 1.5262)  -0.0643
N (-0.8869, 4.6515, 0.2394)  -0.0145
C (-1.4997, 5.8643, -0.2555)  -0.0677
N (-2.9307, 5.7606, -0.3231)  -0.0519
N (-3.5719, 5.7722, -1.5242)  0.0544
N (-4.8225, 5.6352, -1.3363)  0.0753
C (-5.0628, 5.5104, 0.0067)  -0.2327
C (-6.2537, 5.3390, 0.7145)  -0.0111
C (-6.1630, 5.2398, 2.0854)  -0.0879
C (-4.9294, 5.3066, 2.7498)  -0.0769
C (-3.7420, 5.4831, 2.0672)  -0.0142
C (-3.8347, 5.5848, 0.6833)  -0.1727
H (-1.4265, 2.2134, -1.9924)  0.0489
H (-0.3780, 3.5499, -2.4597)  0.0971
H (-2.0819, 3.8600, -2.0783)  0.0666
H (0.3063, 2.6577, 2.4827)  0.0411
H (-0.3573, 5.2915, 2.2238)  0.1146
H (-1.1427, 6.0916, -1.2584)  0.1399
H (-1.2144, 6.6660, 0.4263)  0.1406
H (-7.1983, 5.2871, 0.1913)  0.1129
H (-7.0619, 5.1040, 2.6723)  0.1007
H (-4.9012, 5.2164, 3.8276)  0.1049
H (-2.7991, 5.5189, 2.5933)  0.0970
C (1.2289, 1.1656, -1.3313)  -0.2380
H (1.9742, 1.9615, -1.2354)  -0.0181
H (1.2421, 0.7738, -2.3532)  -0.0279
O (-1.4365, 0.1970, -1.5406)  -0.3323
N (-1.0237, -0.4842, -2.5297)  -0.0260
C (-1.9156, -0.9256, -3.3702)  -0.3189
C (-3.3312, -0.7511, -3.3003)  -0.1909
N (-4.4775, -0.6554, -3.2580)  0.1493
C (-1.4484, -1.7006, -4.4726)  -0.2063
N (-1.1175, -2.3345, -5.3746)  0.1288

- HOMO-LUMO gap (alpha / beta): 6.3314 / 6.3064 eV
- Total charge: -1
- 2S+1: 2
- ⟨S²⟩: 1.07

***

[3]
# C6H7NOS

A single C6H7NOS molecule (ωB97M-V/def2-TZVPD, OMol25).

Last column: Löwdin charge in e.
Element x y z (Å)
N (0.7352, -1.9466, -2.5538)  0.1541
C (0.0101, -1.3477, -1.8976)  -0.1788
C (-0.9419, -0.6418, -0.9925)  -0.2981
O (-2.2164, -1.2774, -0.7750)  -0.0511
C (-0.1848, -0.5193, 0.6462)  -0.4405
C (1.3092, 0.0190, 0.5830)  -0.1507
C (1.0436, 1.5936, 0.5985)  -0.1521
C (-0.1681, 1.9732, 1.0324)  -0.4269
S (-1.2145, 0.6584, 1.5588)  0.9201
H (-1.0801, 0.3226, -1.4047)  0.1155
H (-2.0674, -2.1593, -0.3966)  0.0990
H (-0.4935, -1.5164, 0.8730)  0.0713
H (2.0074, -0.1823, -0.1884)  0.0808
H (1.8151, -0.2555, 1.5328)  0.1116
H (1.8124, 2.2889, 0.2527)  0.0992
H (-0.3662, 2.9906, 1.1311)  0.0465

- HOMO-LUMO gap: 9.1089 eV
- SMILES: N#C[C@@H](O)[C@H]1CC=CS1

***

[4]
# C4H6N2O

2 unconnected molecules or ions with the total composition C4H6N2O (ωB97M-V/def2-TZVPD, OMol25).

Last column: Löwdin charge in e.
Element x y z (Å)
C (-1.0542, 0.6240, -0.0025)  -0.6546
C (-0.4825, -0.9809, 1.6476)  0.0164
N (-1.4006, -0.3882, -0.8715)  0.1232
C (0.4282, 1.0338, -0.0235)  -0.1251
C (1.3529, 0.6263, -0.8779)  0.0088
N (0.5765, -1.4314, 1.8596)  0.1157
O (-1.8765, 1.4521, 0.3645)  0.0317
H (-0.7288, -0.8583, -1.4532)  0.0798
H (-2.3582, -0.6988, -0.8183)  0.1083
H (1.3642, -2.0472, 1.9187)  0.0842
H (0.6467, 1.7906, 0.7179)  0.1061
H (1.1713, -0.1318, -1.6238)  0.0488
H (2.3609, 1.0098, -0.8375)  0.0569

- HOMO-LUMO gap: 10.1117 eV

***

[5]
# CH3Br3Si

A molecular structure, CH3Br3Si (ωB97M-V/def2-TZVPD, OMol25).

Last column: Löwdin charge in e.
Element x y z (Å)
C (-0.8635, 0.0751, -0.1443)  -1.8774
Si (1.0357, -0.0710, 0.0841)  0.4477
Br (-1.5468, -0.6993, -1.7810)  0.5608
Br (-1.4203, -0.9189, 1.4657)  0.5226
Br (-1.5731, 1.9119, -0.0139)  0.5154
H (1.7532, 0.7765, -0.7988)  -0.0915
H (1.5779, 0.5381, 1.3307)  -0.0542
H (1.0369, -1.6124, -0.1425)  -0.0234

- HOMO-LUMO gap: 10.1033 eV